Record 1
Here is 23 unconnected molecules or ions with the total composition C6H60NO24 at a distorted geometry from the OMol25 dataset. Energies are from ωB97M-V/def2-TZVPD.

The geometry in XYZ format:
```
91
Properties=species:S:1:pos:R:3:forces:R:3
C -14.964 -48.244 47.634 0.1 0.6 -1.8
O -13.552 -48.433 47.154 -0.6 -1.4 -0.1
C -12.902 -47.408 46.397 -4.0 3.5 2.9
C -11.436 -47.719 46.207 -4.2 -4.0 -2.2
N -10.890 -46.921 45.126 -0.6 2.6 -0.1
H -10.883 -45.828 45.330 -0.3 -2.1 -0.3
H -9.974 -47.231 45.327 2.4 0.4 -1.2
C -11.416 -47.176 43.759 -2.1 -2.5 -2.4
C -10.754 -46.406 42.646 -1.2 0.4 1.1
O -11.454 -46.772 41.535 -1.7 -1.3 0.7
C -11.301 -46.137 40.301 0.5 -1.7 -0.2
H -15.246 -48.909 48.543 0.9 0.9 -2.0
H -15.776 -48.277 46.695 2.2 -0.2 2.5
H -14.903 -47.211 47.966 -0.7 0.2 0.2
H -13.194 -46.364 47.075 1.7 -2.3 -1.6
H -13.502 -47.097 45.491 0.9 -0.9 0.4
H -11.476 -48.837 45.676 0.4 2.4 1.9
H -10.905 -47.724 47.119 0.9 0.3 0.6
H -12.558 -47.238 43.580 1.6 1.0 1.2
H -11.226 -48.181 43.220 0.3 0.4 2.3
H -9.776 -46.774 42.752 2.1 0.3 -0.9
H -10.886 -45.375 42.763 0.5 2.0 0.4
H -10.968 -45.154 40.351 1.3 1.9 0.6
H -12.324 -45.950 39.900 0.8 -1.3 -0.5
H -10.488 -46.825 39.919 -1.4 1.2 -1.5
O -14.766 -44.770 49.317 1.6 5.0 -0.6
H -15.146 -43.799 49.315 1.2 -3.0 0.1
H -15.497 -45.301 49.403 -2.8 -2.0 0.5
O -11.106 -49.762 39.989 -1.0 2.7 1.5
H -11.232 -50.683 39.905 -0.5 -1.6 -0.1
H -11.806 -49.402 40.626 1.4 -0.9 -1.3
O -8.188 -49.068 41.337 5.9 3.7 -3.1
H -8.833 -49.598 41.136 -5.8 -4.8 -2.5
H -8.300 -48.917 42.202 -0.1 1.3 5.0
O -8.276 -47.281 38.665 -4.2 0.6 0.6
H -7.563 -47.211 38.106 3.0 -0.2 -0.9
H -8.233 -47.486 39.589 1.3 -0.5 0.6
O -13.642 -50.077 50.590 -3.4 7.6 -1.2
H -13.669 -50.834 50.980 -1.3 -7.4 4.9
H -12.965 -50.296 50.060 4.6 -0.1 -3.6
O -9.543 -50.988 45.189 1.9 1.1 3.1
H -9.548 -51.637 44.535 0.0 -1.8 -2.0
H -8.869 -51.336 45.864 -1.5 0.7 -1.3
O -9.911 -48.023 49.118 1.7 0.4 -2.6
H -8.944 -47.841 49.017 -1.1 -0.4 0.2
H -10.105 -48.078 50.016 -0.3 -0.3 2.8
O -8.238 -46.720 46.241 1.2 -1.4 -2.0
H -7.790 -47.377 45.453 -1.6 3.9 2.8
H -8.029 -45.735 46.271 0.2 -2.3 -0.8
O -10.544 -45.339 49.224 3.5 -1.5 0.9
H -10.280 -46.335 49.393 -1.2 2.8 -0.8
H -9.618 -44.927 49.385 -2.4 -0.6 -0.4
O -14.377 -50.989 45.564 -2.1 0.8 -3.0
H -14.826 -50.316 44.925 1.5 -1.2 2.0
H -14.725 -51.795 45.112 0.5 0.3 0.9
O -10.251 -42.542 38.640 0.8 3.2 1.0
H -10.349 -43.411 38.375 0.0 -3.2 -1.2
H -9.345 -42.300 38.368 -0.8 -0.1 0.2
O -12.667 -42.551 40.559 3.0 -2.6 3.2
H -13.329 -42.113 40.156 -3.1 2.3 -2.5
H -11.952 -42.767 39.968 0.2 0.5 -0.6
O -7.637 -44.961 41.912 -0.7 1.0 1.2
H -7.431 -44.482 41.104 0.0 0.1 -0.1
H -8.017 -44.268 42.522 0.7 -1.1 -1.2
O -14.856 -47.649 42.333 0.2 3.3 -0.2
H -15.059 -46.649 42.478 0.6 -2.7 -0.6
H -15.343 -48.050 43.032 -0.8 -0.6 0.9
O -11.836 -51.666 46.733 -2.2 0.2 0.2
H -12.821 -51.553 46.389 3.5 -0.2 0.2
H -11.081 -51.748 46.120 -1.5 0.3 -0.2
O -15.760 -45.474 45.858 -0.1 -0.9 -4.7
H -15.768 -44.771 46.457 0.0 1.9 1.4
H -15.816 -45.062 44.896 0.1 -1.0 3.3
O -9.851 -45.187 37.761 0.1 -0.1 0.4
H -10.641 -45.722 37.571 0.8 0.0 0.2
H -9.221 -45.714 38.325 -1.0 0.0 -0.9
O -8.142 -48.533 44.003 5.7 3.3 1.4
H -8.466 -49.263 44.362 -5.3 -5.9 1.6
H -7.364 -48.874 44.648 -0.3 2.2 -2.5
O -15.223 -51.459 48.227 1.6 2.6 0.7
H -14.727 -50.769 48.815 -1.3 -2.1 -0.8
H -15.083 -50.999 47.369 -0.3 -0.8 0.4
O -13.695 -48.094 38.306 -1.8 3.7 -3.9
H -13.146 -47.550 37.644 -1.6 -1.2 1.3
H -13.041 -48.519 38.738 3.4 -2.6 2.5
O -10.934 -43.983 45.290 -1.3 2.0 1.9
H -10.199 -43.589 44.831 0.4 0.3 -0.4
H -11.300 -43.196 45.865 0.9 -2.5 -1.5
O -11.218 -50.526 49.378 1.0 0.4 4.8
H -11.535 -50.879 48.619 -1.2 -1.4 -4.4
H -10.796 -49.688 49.289 0.2 0.5 -1.0
```
Forces are in eV/Å.

The relative energy (zero: lowest compared OMol25 entry of this formula, charge and spin) is 54.2 kcal/mol. As for the charge: +1. The multiplicity is 1. The gap between HOMO and LUMO is 8.76 eV. The calculation puts the HOMO energy at -11.86 eV.

Record 2
Here is a molecular structure, C6H6AuCl2N4OS4 at a distorted geometry from the OMol25 dataset. Energies are from ωB97M-V/def2-TZVPD.

The geometry in XYZ format:
```
24
Properties=species:S:1:pos:R:3:forces:R:3
Au 1.065 0.875 0.513 0.1 1.1 0.0
O 5.261 6.252 0.443 0.3 0.5 0.0
C 4.530 5.299 0.349 -0.2 -0.6 -0.1
S 2.776 5.390 0.308 -0.2 0.0 0.0
C 2.427 3.659 0.212 0.6 0.3 -0.1
C 3.501 2.839 0.171 0.0 0.5 0.0
S 3.531 1.119 0.092 0.1 -0.5 0.1
S 5.082 3.631 0.228 -0.1 0.0 0.0
S 0.748 3.235 0.207 -0.4 -0.4 0.1
Cl -2.207 0.987 0.184 -0.7 0.0 0.1
C -4.004 0.915 0.234 0.8 0.5 0.0
Cl -4.570 -0.745 0.130 -0.3 -0.5 0.0
H -4.405 1.459 -0.619 0.1 0.0 0.2
H -4.347 1.328 1.181 0.1 0.0 -0.2
N -0.794 -5.243 -0.625 -0.2 0.2 0.0
C -0.883 -3.886 -0.439 -0.3 0.5 -0.2
N -1.978 -3.272 -0.960 0.3 -0.3 0.2
N 0.081 -3.291 0.186 0.2 -2.2 -0.3
C 0.203 -2.058 0.508 -0.2 1.9 1.0
N 0.393 -1.004 0.968 -0.3 -1.2 -0.7
H -1.660 -5.749 -0.721 0.1 0.0 0.0
H -0.089 -5.690 -0.060 0.0 0.1 0.0
H -2.608 -3.776 -1.558 0.0 0.1 0.0
H -2.052 -2.270 -0.934 0.0 0.1 0.1
```
Forces are in eV/Å.

The relative energy (zero: lowest compared OMol25 entry of this formula, charge and spin) is 17.3 kcal/mol. As for the charge: -1. The multiplicity is 1. The gap between HOMO and LUMO is 4.45 eV. The calculation puts the HOMO energy at -2.77 eV.

Record 3
Here is a molecular structure, C6H6AuN4SbSe4 at a distorted geometry from the OMol25 dataset. Energies are from ωB97M-V/def2-TZVPD.

The geometry in XYZ format:
```
22
Properties=species:S:1:pos:R:3:forces:R:3
Au 0.181 1.830 -0.446 0.7 0.8 0.2
N 1.558 -2.125 -0.614 -0.5 0.1 0.0
C 2.824 -1.615 -0.587 0.4 0.4 -0.1
C 2.701 -0.266 -0.750 0.5 -0.3 0.1
N 1.391 0.044 -0.873 -1.1 -0.3 0.1
C 0.707 -1.085 -0.781 0.8 -0.1 0.0
C -0.721 -1.079 -0.782 -1.0 0.0 0.0
N -1.401 0.048 -0.878 0.6 -0.5 -0.3
C -2.707 -0.266 -0.756 -0.3 -0.4 0.1
C -2.833 -1.618 -0.585 -0.4 0.2 0.0
N -1.568 -2.128 -0.611 0.4 0.0 0.0
H 1.315 -3.097 -0.508 0.0 0.1 0.0
H 3.685 -2.228 -0.438 0.2 -0.2 0.0
H 3.451 0.496 -0.783 0.2 0.1 0.1
H -3.464 0.490 -0.788 -0.2 0.1 0.0
H -3.692 -2.235 -0.433 -0.2 -0.2 0.0
H -1.322 -3.098 -0.500 -0.1 0.1 0.0
Se 2.132 4.473 3.314 -0.9 -0.4 -0.6
Sb -0.010 3.726 2.392 0.3 1.1 1.8
Se 0.057 1.167 2.074 0.0 0.5 -0.8
Se -0.202 4.173 -0.157 -0.3 -0.7 0.2
Se -2.082 4.396 3.492 0.7 -0.4 -0.7
```
Forces are in eV/Å.

The multiplicity is 1. The gap between HOMO and LUMO (spin up / spin down) is 4.33 / 3.82 eV. The calculation puts the HOMO energy (spin up / spin down) at -7.11 / -7.03 eV.

Record 4
Here is a molecular structure, C6H6AuO5 at a distorted geometry from the OMol25 dataset. Energies are from ωB97M-V/def2-TZVPD.

The geometry in XYZ format:
```
18
Properties=species:S:1:pos:R:3:forces:R:3
O -1.062 3.445 0.154 -1.4 -3.3 -2.3
C -1.399 2.485 -0.370 1.6 5.0 2.8
Au -1.771 0.540 -0.660 -1.3 0.6 -2.9
O -3.580 1.303 -3.693 1.6 -0.5 2.3
C -2.948 1.082 -2.782 -1.4 0.5 -2.1
C -2.273 0.076 1.217 -0.8 -1.2 6.5
O -2.393 -0.144 2.337 0.3 0.8 -4.6
C -1.514 -1.352 -1.278 1.3 -5.8 0.3
O -1.227 -2.461 -1.232 -1.2 4.1 -0.6
C 2.904 -0.731 0.899 2.0 0.7 1.9
C 1.487 -0.792 0.359 -1.6 0.9 -2.9
O 0.898 0.532 0.376 0.9 -2.2 -0.2
H 3.525 -0.055 0.290 -0.6 0.1 0.0
H 3.379 -1.717 0.875 -0.6 -0.4 -0.1
H 2.908 -0.403 1.951 0.2 -0.1 -0.3
H 1.463 -1.114 -0.695 0.1 0.3 0.4
H 0.838 -1.466 0.950 0.4 0.0 0.8
H 0.766 0.774 1.301 0.3 0.5 1.0
```
Forces are in eV/Å.

The relative energy (zero: lowest compared OMol25 entry of this formula, charge and spin) is 0.0 kcal/mol. As for the charge: +3. The multiplicity is 3. The gap between HOMO and LUMO (spin up / spin down) is 9.79 / 6.85 eV. The calculation puts the HOMO energy (spin up / spin down) at -23.79 / -24.72 eV.

Record 5
Here is a molecular structure, C6H6BiO3 at a distorted geometry from the OMol25 dataset. Energies are from ωB97M-V/def2-TZVPD.

The geometry in XYZ format:
```
16
Properties=species:S:1:pos:R:3:forces:R:3
O -3.191 -0.463 1.160 2.0 -0.2 -2.3
C -2.829 -0.075 0.040 -5.1 1.6 1.9
O -3.315 0.785 -0.709 2.1 -1.2 0.2
C 1.500 -0.137 1.290 0.1 -0.3 -0.3
H 1.341 -0.982 1.979 -0.2 0.1 -0.1
H 0.854 0.671 1.666 -0.2 -0.1 0.0
C 2.957 0.287 1.285 0.0 0.4 -0.4
H 3.128 1.172 0.648 0.0 -0.2 0.1
H 3.269 0.591 2.291 0.0 -0.1 -0.2
H 3.629 -0.551 1.025 0.1 -0.1 0.0
C -1.563 -0.734 -0.532 2.7 -2.5 1.9
C -0.366 -1.019 -0.123 -2.7 1.2 -1.3
C 0.964 -0.556 -0.049 -0.2 0.4 1.5
O 1.653 -0.414 -1.097 -2.5 -0.1 0.4
Bi 3.448 -0.772 -1.723 3.7 -0.4 -1.2
H -1.343 -2.061 -0.583 0.0 1.4 -0.3
```
Forces are in eV/Å.

As for the charge: +2. The multiplicity is 2. The gap between HOMO and LUMO (spin up / spin down) is 4.25 / 4.45 eV. The calculation puts the HOMO energy (spin up / spin down) at -16.55 / -16.57 eV.

Record 6
Here is a molecular structure, C6H6Br18 at a distorted geometry from the OMol25 dataset. Energies are from ωB97M-V/def2-TZVPD.

The geometry in XYZ format:
```
30
Properties=species:S:1:pos:R:3:forces:R:3
C 5.161 12.981 -14.773 0.0 0.1 1.6
Br 5.340 13.154 -16.636 0.4 0.1 -0.5
Br 5.023 14.770 -13.900 0.2 -0.8 -0.3
Br 6.520 11.838 -13.921 -0.3 0.9 -0.5
H 4.224 12.481 -14.529 0.1 0.2 -0.1
C 7.751 8.722 -10.560 0.1 -0.7 -0.4
Br 7.148 6.893 -11.007 0.4 0.7 0.4
Br 9.749 8.850 -10.898 -1.6 0.1 0.6
Br 7.055 9.288 -8.822 0.7 -0.2 -0.6
H 7.244 9.348 -11.294 0.3 0.0 0.0
C 0.787 11.152 -17.899 0.1 -0.1 0.6
Br -0.648 10.533 -16.696 0.7 0.3 -0.7
Br 0.969 9.962 -19.456 0.2 0.5 0.9
Br 2.450 11.475 -16.801 -1.3 -0.4 -1.3
H 0.550 12.130 -18.317 -0.2 -0.3 0.3
C -1.218 10.072 -11.508 -1.3 -0.9 0.2
Br -1.324 8.554 -12.710 0.0 0.5 -0.1
Br -1.857 9.351 -9.722 0.4 0.9 -1.0
Br -2.358 11.613 -12.177 1.3 -1.3 0.8
H -0.148 10.258 -11.407 -0.3 0.7 0.0
C 0.472 4.898 -15.014 -1.2 -0.7 0.0
Br 0.646 3.094 -15.831 -0.2 0.9 0.3
Br -0.484 4.711 -13.225 0.9 0.4 -1.6
Br -0.520 6.135 -16.268 1.0 -1.1 1.3
H 1.508 5.186 -14.838 -0.5 0.5 0.0
C 3.361 9.468 -14.232 -0.4 -0.6 0.5
Br 2.045 10.280 -12.956 -0.3 1.4 0.4
Br 2.356 7.973 -14.928 -0.2 -1.0 -1.0
Br 5.034 8.879 -13.177 1.0 -0.5 0.3
H 3.644 10.066 -15.098 0.1 0.4 0.2
```
Forces are in eV/Å.

As for the charge: -1. The multiplicity is 2. The gap between HOMO and LUMO (spin up / spin down) is 3.25 / 7.72 eV. The calculation puts the HOMO energy (spin up / spin down) at -1.82 / -6.28 eV.